ORCA calculation (ωB97M-V/def2-TZVPD) on one molecule with the formula C3H6ClNOS.

Last column: natural (NBO) charge in e.
Positions of all 13 atoms, in Å:
C (2.1633, -0.1820, -0.3898)  -0.28
C (-0.9181, -0.0428, -0.3704)  0.07
C (-2.0820, -0.1545, 0.4351)  -0.43
H (2.6060, -0.3339, 0.6795)  0.17
H (1.7809, -1.1411, -0.7380)  0.21
H (3.1239, 0.1576, -0.9248)  0.21
H (-0.0195, 1.2096, 0.9829)  0.39
H (-2.1165, -1.2445, 0.7190)  0.27
H (-2.9866, 0.2458, -0.0929)  0.27
N (0.0400, 0.8149, -0.0073)  -0.27
O (1.2877, 0.9180, -0.5785)  -0.35
S (-0.6657, -0.8968, -1.7944)  -0.18
Cl (-2.2135, 0.6497, 2.0796)  -0.09

Properties
Relative energy (zero: lowest compared OMol25 entry of this formula, charge and spin), kJ/mol: 252.7
Kohn-Sham gap, eV: 9.037
Energy, Eh: -1106.18574

---

ORCA calculation (ωB97M-V/def2-TZVPD) on C3H6EuO4 as an isolated structure.

Last column: natural (NBO) charge in e.
Positions of all 14 atoms, in Å:
O (-0.6327, 1.1135, 1.6687)  -0.82
C (-0.9975, 0.3477, 0.5232)  -0.09
C (-0.0560, 0.7193, -0.6136)  -0.10
O (-0.1143, -0.2472, -1.6574)  -0.49
C (0.6850, -1.3174, -1.7505)  0.96
O (0.5890, -2.0396, -2.7138)  -0.53
O (1.6217, -1.4998, -0.8429)  -0.71
H (-1.4129, 1.4465, 2.1259)  0.51
H (-2.0316, 0.5679, 0.2323)  0.22
H (-0.9510, -0.7250, 0.7657)  0.18
H (0.9821, 0.8898, -0.2891)  0.18
H (-0.3633, 1.6768, -1.0485)  0.22
Eu (1.3134, 0.7280, 3.4561)  0.98
H (1.3680, -1.6606, 0.1440)  0.50

Properties
Relative energy (zero: lowest compared OMol25 entry of this formula, charge and spin), kJ/mol: 47.9
Kohn-Sham gap (spin up / spin down), eV: 6.354 / 7.468
Energy, Eh: -1128.76724
Total charge: +1
Multiplicity: 7

---

ORCA calculation (ωB97M-V/def2-TZVPD) on a 2-piece molecular cluster, C3H6F2 overall.

Last column: natural (NBO) charge in e.
Positions of all 11 atoms, in Å:
C (0.0475, -0.4830, -1.4365)  -0.69
C (1.0557, -0.1951, -0.3548)  -0.30
C (-0.7408, 0.5602, 1.6622)  0.55
F (-1.0176, 1.5558, 0.8853)  -0.32
F (-0.5247, 0.8989, 2.9533)  -0.34
H (-0.1241, 0.4744, -1.9756)  0.22
H (0.3519, -1.3447, -2.1050)  0.22
H (-0.8856, -0.7319, -1.0490)  0.20
H (1.2006, -0.8134, 0.4610)  0.16
H (1.8869, 0.4752, -0.5722)  0.17
H (-1.2498, -0.3964, 1.5313)  0.12

Properties
Relative energy (zero: lowest compared OMol25 entry of this formula, charge and spin), kJ/mol: 433.6
Kohn-Sham gap (spin up / spin down), eV: 9.158 / 9.043
Energy, Eh: -317.47844

---

ORCA calculation (ωB97M-V/def2-TZVPD) on a 2-piece molecular cluster, C3H6F2 overall.

Last column: natural (NBO) charge in e.
Positions of all 11 atoms, in Å:
C (-1.3203, 0.5793, -0.4782)  -0.66
C (-0.6873, -0.6700, 0.0407)  -0.28
C (1.6417, -0.0997, 0.3787)  0.52
F (1.8830, 1.2212, 0.0019)  -0.38
F (2.5660, -0.8072, -0.3198)  -0.35
H (-2.3938, 0.1872, -0.7163)  0.22
H (-1.2871, 1.3425, 0.3978)  0.22
H (-0.7212, 0.8820, -1.2517)  0.23
H (-0.7179, -0.9380, 1.0337)  0.18
H (-0.7170, -1.5513, -0.4872)  0.18
H (1.7539, -0.1460, 1.4003)  0.11

Properties
Relative energy (zero: lowest compared OMol25 entry of this formula, charge and spin), kJ/mol: 391.1
Kohn-Sham gap, eV: 9.411
Energy, Eh: -317.49462

---

ORCA calculation (ωB97M-V/def2-TZVPD) on one molecule with the formula C3H6F2N2.

Last column: natural (NBO) charge in e.
Positions of all 13 atoms, in Å:
C (0.4842, 0.8646, -0.0303)  -0.14
C (-0.4077, -0.0577, -0.9498)  -0.14
C (-0.0275, -0.4346, 0.4921)  0.68
H (2.4814, 0.1702, -0.2200)  0.38
H (2.0255, 1.4299, -1.1742)  0.36
H (-0.0300, 1.7535, 0.3551)  0.21
H (0.1392, -0.5638, -1.7847)  0.20
H (-1.7308, 1.1458, -1.8087)  0.36
H (-2.3927, 0.3436, -0.5472)  0.37
N (1.9044, 1.0092, -0.2561)  -0.83
N (-1.7494, 0.2855, -1.3699)  -0.81
F (-1.0089, -0.3504, 1.4208)  -0.33
F (0.8009, -1.3803, 0.7448)  -0.30

Properties
Relative energy (zero: lowest compared OMol25 entry of this formula, charge and spin), kJ/mol: 127.4
Kohn-Sham gap, eV: 9.944
Energy, Eh: -427.10112

---

ORCA calculation (ωB97M-V/def2-TZVPD) on C3H6F3P as an isolated structure.

Last column: natural (NBO) charge in e.
Positions of all 13 atoms, in Å:
C (1.5430, 1.2899, -0.4996)  -0.50
C (-0.3876, -0.6955, 0.0123)  -0.68
C (-0.0152, 0.6475, 0.4395)  -0.34
F (4.1286, 0.6711, -0.5025)  -0.56
F (2.8565, -0.1306, 1.5101)  -0.55
F (3.1779, -1.4501, -0.3875)  -0.59
P (2.6500, 0.0894, -0.0452)  1.91
H (1.2368, 1.0162, -1.5296)  0.21
H (-1.0449, -1.2489, 0.6815)  0.24
H (0.3568, -1.4334, -0.2611)  0.24
H (-1.0321, -0.4775, -0.7685)  0.21
H (-0.7916, 1.3521, 0.1372)  0.22
H (0.0817, 0.5631, 1.4719)  0.21

Properties
Relative energy (zero: lowest compared OMol25 entry of this formula, charge and spin), kJ/mol: 167.3
Kohn-Sham gap (spin up / spin down), eV: 6.841 / 8.817
Energy, Eh: -758.69387
Multiplicity: 3

---

ORCA calculation (ωB97M-V/def2-TZVPD) on C3H6F8Li2N4O19S8 as an isolated structure.

Last column: natural (NBO) charge in e.
Positions of all 50 atoms, in Å:
Li (2.5015, -9.4015, -18.1628)  0.90
Li (4.1494, -8.1226, -20.2278)  0.85
N (5.4903, -8.2101, -21.6701)  -1.11
S (6.7794, -7.0560, -21.5816)  2.33
O (6.3310, -5.6880, -21.6936)  -0.88
O (8.1796, -7.3507, -21.7774)  -0.87
F (6.9318, -7.2077, -19.9948)  -0.51
S (5.2453, -7.8182, -23.1054)  2.41
O (6.2646, -8.1243, -24.0820)  -0.89
O (4.1859, -6.8622, -23.2562)  -0.90
F (4.3951, -9.0960, -23.4448)  -0.54
N (3.7341, -10.4638, -17.1912)  -1.19
S (5.1668, -10.9821, -18.0589)  2.35
O (5.6424, -10.1100, -19.1188)  -0.85
O (5.5307, -12.4198, -18.1236)  -0.85
F (6.0632, -10.5794, -16.8526)  -0.49
S (3.2839, -11.8488, -16.8133)  2.46
O (4.0362, -12.3705, -15.7448)  -0.93
O (2.6454, -12.7700, -17.7696)  -0.90
F (1.9637, -11.3007, -16.0241)  -0.54
N (4.6388, -7.4679, -15.7728)  -1.08
S (3.3035, -6.6303, -16.1467)  2.41
O (2.5037, -7.3295, -17.1058)  -0.95
O (3.3698, -5.1755, -16.0870)  -0.89
F (2.6481, -6.9690, -14.7109)  -0.51
S (5.4492, -6.9916, -16.9578)  2.45
O (6.0328, -5.6748, -16.8659)  -0.92
O (5.1146, -7.5756, -18.2528)  -0.96
F (6.7091, -7.9198, -16.6663)  -0.51
N (2.5649, -9.2601, -20.1123)  -1.29
S (2.7998, -10.6705, -21.1263)  2.34
O (4.1852, -11.1679, -21.2630)  -0.84
O (1.9989, -10.8180, -22.3618)  -0.85
F (2.1036, -11.7452, -20.1757)  -0.47
S (1.2392, -8.8535, -20.6820)  2.45
O (0.0419, -9.6866, -20.4394)  -0.89
O (1.4058, -8.0423, -21.8772)  -0.87
F (1.1479, -7.7661, -19.5177)  -0.52
C (4.6521, -3.7352, -19.0595)  -0.28
O (3.4695, -3.8270, -19.8436)  -0.53
C (3.0860, -4.9716, -20.3857)  1.03
O (3.7541, -5.9710, -20.3572)  -0.64
O (1.8829, -4.9299, -21.0615)  -0.50
C (0.9943, -3.7681, -21.0331)  -0.25
H (5.4086, -4.1547, -19.7227)  0.21
H (4.6866, -4.2366, -18.0922)  0.23
H (4.9669, -2.7058, -18.8880)  0.18
H (0.0138, -4.0116, -21.4423)  0.20
H (1.3344, -3.0605, -21.7892)  0.17
H (0.9977, -3.2769, -20.0600)  0.19

Properties
Relative energy (zero: lowest compared OMol25 entry of this formula, charge and spin), kJ/mol: 0.0
Kohn-Sham gap, eV: 9.440
Energy, Eh: -5766.05608
Total charge: -2

---

ORCA calculation (ωB97M-V/def2-TZVPD) on a 2-piece molecular cluster, C3H6FN overall.

Last column: natural (NBO) charge in e.
Positions of all 11 atoms, in Å:
C (-0.5044, -0.9021, -0.5284)  -0.51
C (-0.1820, -0.9240, 0.9801)  -0.50
C (0.8419, -0.5250, -0.0005)  0.55
N (1.5203, 1.7745, 0.0823)  -0.82
F (1.9348, -1.1458, -0.1852)  -0.29
H (-0.7927, -1.7301, -1.1831)  0.24
H (-1.1028, -0.1184, -0.9364)  0.23
H (-0.7780, -0.2201, 1.6308)  0.24
H (-0.0579, -1.8837, 1.4405)  0.23
H (0.4610, 2.0430, 0.0462)  0.33
H (1.8682, 1.7419, 0.9789)  0.31

Properties
Relative energy (zero: lowest compared OMol25 entry of this formula, charge and spin), kJ/mol: 406.6
Kohn-Sham gap (spin up / spin down), eV: 8.781 / 9.903
Energy, Eh: -272.33629

---

ORCA calculation (ωB97M-V/def2-TZVPD) on an isolated ion of composition C3H6FN2 and charge +1.

Last column: natural (NBO) charge in e.
Positions of all 12 atoms, in Å:
C (1.5611, -0.8496, -0.3093)  0.91
C (0.0775, 0.7864, 0.3630)  -0.22
C (-0.6962, -0.4409, -0.3037)  -0.22
N (1.4692, 0.2516, 0.4058)  -0.56
N (0.3685, -1.3466, -0.6408)  -0.56
F (2.6083, -1.5512, -0.6406)  -0.21
H (0.2940, 1.6841, -0.3058)  0.24
H (-0.2806, 0.9050, 1.3607)  0.24
H (-1.3508, -0.8446, 0.3208)  0.22
H (-1.1991, 0.1167, -1.1610)  0.24
H (2.1216, 0.7278, 1.0221)  0.47
H (0.0492, -2.2432, -0.9468)  0.46

Properties
Relative energy (zero: lowest compared OMol25 entry of this formula, charge and spin), kJ/mol: 38.6
Kohn-Sham gap, eV: 11.499
Energy, Eh: -327.00645
Total charge: +1